Record 1
Formula: C8H12N4
Source: the Open Molecules 2025 dataset
Level of theory: ωB97M-V/def2-TZVPD

## Properties
* <S²>: 2.015
* spin multiplicity: 3
* net charge: +2
* energy relative to the best compared isomer or geometry (same formula, charge and spin): 202.75 kJ/mol
* gap between HOMO and LUMO (alpha / beta): 0.2801 / 0.2631 Eh
* DFT total energy: -530.239885 Ha
* HOMO level (alpha / beta): -0.59873 / -0.69655 hartree

The geometry in XYZ format:
```
24
Properties=species:S:1:pos:R:3:forces:R:3
C -0.60343 1.81693 -0.35678 0.0 -0.8 -0.8
C 0.59955 2.39702 -0.11247 1.7 -0.3 2.5
C 2.32398 -0.71764 1.10057 -1.1 4.0 0.2
C 1.39406 -2.46429 -0.01771 2.4 -3.4 1.9
C 1.42059 0.21002 0.51626 -0.5 -5.1 -1.3
C -0.84496 0.35954 -0.38022 -1.4 -1.6 -0.2
C -1.70436 0.09229 0.90053 -0.7 0.3 -1.2
C -1.63304 -0.13480 -1.59440 -0.1 0.6 1.5
N 2.33871 -1.98664 0.80108 -0.9 -2.1 -1.5
N 0.31373 -0.45293 -0.33610 4.6 3.7 2.7
N 1.55514 1.56070 0.49683 -3.3 0.7 -2.3
N 0.36080 -1.80205 -0.44697 -3.9 0.2 -1.2
H -1.49977 2.40021 -0.45461 -0.1 0.4 -0.3
H 0.76655 3.48927 -0.05570 0.1 -0.8 -0.3
H 2.96994 -0.29506 1.89012 0.1 -0.6 -0.5
H 1.40328 -3.61879 -0.21676 0.0 2.4 0.2
H -1.44100 -0.83829 1.33832 -0.4 -1.4 -0.2
H -2.75229 0.28409 0.61733 0.4 -0.5 0.5
H -1.39745 0.73942 1.64416 0.3 1.8 1.7
H -0.93020 -0.22808 -2.36141 0.5 0.0 -1.8
H -2.30646 0.67139 -1.69150 -1.3 0.4 -1.2
H -2.15788 -1.05985 -1.39692 -0.2 -0.1 0.1
H 2.38987 1.86402 0.90504 1.6 1.2 0.6
H -0.56538 -2.28648 -0.78870 2.5 1.1 0.6
```
Forces are in eV/Å.

Löwdin atomic charges, in units of e: number 1, C, carries 0.10; number 2, C, carries 0.10; number 3, C, carries -0.01; number 4, C, carries -0.06; number 5, C, carries -0.06; number 6, C, carries -0.49; number 7, C, carries 0.07; number 8, C, carries 0.04; number 9, N, carries 0.15; number 10, N, carries 0.07; number 11, N, carries 0.20; number 12, N, carries 0.15; number 13, H, carries 0.17; number 14, H, carries 0.18; number 15, H, carries 0.16; number 16, H, carries 0.21; number 17, H, carries 0.10; number 18, H, carries 0.14; number 19, H, carries 0.08; number 20, H, carries 0.10; number 21, H, carries 0.10; number 22, H, carries 0.11; number 23, H, carries 0.17; number 24, H, carries 0.25


Record 2
Formula: C6H14FN2
Source: the Open Molecules 2025 dataset
Level of theory: ωB97M-V/def2-TZVPD

## Properties
* spin multiplicity: 1
* net charge: +1
* energy relative to the best compared isomer or geometry (same formula, charge and spin): 83.88 kJ/mol
* gap between HOMO and LUMO: 0.3752 Eh
* DFT total energy: -446.109714 Ha
* HOMO level: -0.49223 hartree

The geometry in XYZ format:
```
23
Properties=species:S:1:pos:R:3:forces:R:3
C 0.30917 -1.28162 0.01256 -2.0 0.5 0.5
C 3.38812 0.50708 -0.72507 -0.1 -0.2 0.0
C -2.21252 -1.89691 -0.69659 -0.1 0.0 0.1
C -1.61768 1.64838 0.48334 -0.1 0.2 0.1
C 2.67354 -0.53610 0.11598 0.8 -0.2 0.2
C -1.58536 -0.79265 0.10377 1.7 -1.2 -0.2
N 1.22966 -0.39154 -0.02701 -0.1 0.1 -0.2
N -1.76819 0.46129 -0.32675 -0.1 0.6 -0.4
F 0.65638 -2.52432 0.21456 0.4 0.3 -0.1
H 3.08746 1.51380 -0.44053 0.0 0.1 0.0
H 4.45895 0.42178 -0.56762 0.1 0.0 0.0
H 3.19040 0.36475 -1.78492 0.0 0.0 -0.1
H -3.28733 -1.88636 -0.53015 -0.1 0.0 0.0
H -1.83780 -2.86781 -0.38787 0.0 -0.1 0.0
H -2.02923 -1.76875 -1.76042 0.0 0.0 -0.1
H -2.43733 2.33549 0.27273 0.1 0.0 0.1
H -1.65729 1.37962 1.53717 0.0 0.0 0.0
H -0.68292 2.17913 0.28372 0.0 0.0 0.1
H 2.91715 -0.39300 1.17426 -0.1 -0.1 -0.1
H 2.96009 -1.54929 -0.16995 -0.1 0.1 0.1
H -1.66202 -0.91546 1.18394 0.0 0.1 -0.1
H -1.92241 0.61124 -1.31376 -0.1 -0.1 0.1
H 0.92618 0.56859 -0.17669 -0.3 -0.3 0.0
```
Forces are in eV/Å.

Löwdin atomic charges, in units of e: number 1, C, carries -0.11; number 2, C, carries -0.06; number 3, C, carries -0.04; number 4, C, carries -0.06; number 5, C, carries -0.19; number 6, C, carries -0.25; number 7, N, carries 0.11; number 8, N, carries -0.08; number 9, F, carries 0.16; number 10, H, carries 0.08; number 11, H, carries 0.09; number 12, H, carries 0.09; number 13, H, carries 0.10; number 14, H, carries 0.09; number 15, H, carries 0.10; number 16, H, carries 0.10; number 17, H, carries 0.10; number 18, H, carries 0.08; number 19, H, carries 0.14; number 20, H, carries 0.13; number 21, H, carries 0.15; number 22, H, carries 0.15; number 23, H, carries 0.15


Record 3
Formula: C31H34IrN6O2S
Source: the Open Molecules 2025 dataset
Level of theory: ωB97M-V/def2-TZVPD

## Properties
* <S²>: 6.052
* spin multiplicity: 5
* net charge: +1
* energy relative to the best compared isomer or geometry (same formula, charge and spin): 0.00 kJ/mol
* gap between HOMO and LUMO (alpha / beta): 0.2648 / 0.2065 Eh
* DFT total energy: -2182.941042 Ha
* HOMO level (alpha / beta): -0.36594 / -0.38974 hartree

The geometry in XYZ format:
```
75
Properties=species:S:1:pos:R:3:forces:R:3
Ir 0.52618 -0.27079 0.35716 -0.2 -0.5 0.3
C 3.24228 -1.71909 -0.14887 0.0 -0.1 0.0
N 2.41603 -0.84348 -1.00642 -0.1 0.2 0.0
C 2.08683 -1.56364 -2.24510 -0.2 0.0 0.0
C 3.08523 0.41234 -1.20220 0.1 0.1 0.0
C 3.78698 0.72842 -2.34692 0.0 0.0 0.2
C 4.53563 1.90069 -2.40847 0.0 0.0 0.0
C 4.62579 2.75010 -1.30457 0.0 -0.1 0.0
C 3.89532 2.48741 -0.17344 0.1 -0.1 -0.1
C 3.03117 1.36390 -0.12679 0.1 -0.1 -0.2
N 2.12903 1.11785 0.82951 -0.1 0.2 0.3
C 1.70228 2.04618 1.77634 0.0 -0.1 -0.3
C 1.70683 3.42593 1.55137 -0.1 0.2 0.1
C 1.11997 4.28449 2.46039 0.0 -0.1 0.0
C 0.50378 3.77667 3.59379 0.0 0.1 0.0
C 0.44035 2.40803 3.80199 0.1 -0.1 -0.1
C 1.02119 1.53075 2.89872 -0.1 0.2 0.1
N 0.88563 0.11830 3.00201 -0.1 0.0 -0.1
C -0.23621 -0.31050 3.82886 -0.1 -0.1 0.0
C 2.10980 -0.54678 3.45129 0.1 -0.1 -0.1
H 4.13870 -2.03420 -0.69134 0.0 0.0 0.0
H 3.53162 -1.19070 0.75387 0.0 0.0 0.1
H 2.65674 -2.59742 0.11563 0.0 -0.1 0.0
H 2.99076 -1.92045 -2.74608 0.0 0.0 0.0
H 1.44452 -2.41076 -1.99706 0.1 0.1 -0.1
H 1.53952 -0.89994 -2.91382 0.0 0.0 0.0
H 3.79443 0.05843 -3.19053 0.0 -0.1 -0.1
H 5.09074 2.12577 -3.30715 0.0 0.0 0.0
H 5.27063 3.61554 -1.34147 0.0 0.0 0.0
H 3.97157 3.13311 0.68705 0.1 0.0 0.0
H 2.08915 3.81316 0.61921 -0.1 0.0 0.0
H 1.11181 5.34540 2.26389 0.0 0.1 0.0
H 0.04336 4.44496 4.30575 0.0 0.0 0.0
H -0.08013 2.03024 4.66736 0.0 0.0 0.0
H -0.08021 -0.07367 4.88747 0.0 0.0 0.0
H -1.15560 0.15738 3.48239 0.0 0.0 0.0
H -0.33712 -1.38941 3.74591 0.0 -0.1 0.0
H 2.26108 -0.39656 4.52546 0.0 0.0 0.0
H 2.03252 -1.61563 3.25291 0.0 0.0 0.0
H 2.96928 -0.14756 2.92109 0.0 0.0 0.0
O 0.02460 1.78749 -1.49620 -0.3 0.2 -0.1
S -1.38614 1.55209 -1.24392 0.3 0.3 -0.4
O -2.17728 2.57918 -0.62885 0.0 -0.1 0.1
N -1.37594 0.17685 -0.39531 0.3 0.1 0.3
C -2.49070 -0.42948 0.16111 0.1 0.0 -0.1
C -3.80695 -0.07600 0.02935 -0.2 0.0 0.0
C -4.81595 -0.87232 0.61706 0.1 0.0 0.0
C -4.52408 -2.01335 1.30821 0.1 0.1 0.0
C -3.16935 -2.40492 1.46106 -0.2 0.0 0.0
C -2.75976 -3.58457 2.11924 0.0 0.0 0.0
C -1.43094 -3.89986 2.19794 0.0 0.1 -0.1
C -0.49291 -3.00897 1.64864 -0.1 -0.1 0.1
N -0.84115 -1.89211 1.05009 0.2 -0.1 -0.1
C -2.16366 -1.59251 0.91438 0.0 -0.1 0.0
C -2.14422 1.14373 -2.78463 -0.1 -0.1 0.0
C -3.31194 1.78762 -3.16087 0.0 -0.1 -0.1
C -3.91162 1.44833 -4.36850 0.0 0.0 0.1
C -3.34622 0.47598 -5.17477 0.0 0.0 0.0
C -2.17381 -0.16375 -4.78857 0.0 0.0 0.0
C -1.56737 0.16805 -3.59102 0.0 0.0 0.1
H -4.08028 0.81484 -0.51477 0.0 0.0 0.0
H -5.84567 -0.56625 0.49912 0.0 0.0 0.0
H -5.30406 -2.62518 1.73522 -0.1 0.0 0.0
H -3.50965 -4.23746 2.54649 0.0 0.0 0.0
H -1.08882 -4.80296 2.67961 0.0 0.0 0.0
H 0.56771 -3.21172 1.71409 0.1 0.0 0.0
H -3.72897 2.55131 -2.52297 0.0 0.1 0.1
H -4.81909 1.94785 -4.67606 0.0 0.0 0.0
H -3.81652 0.21416 -6.11244 0.0 0.0 0.0
H -1.73402 -0.91726 -5.42612 0.0 0.0 0.0
H -0.65244 -0.31870 -3.27707 0.0 0.0 0.0
N -0.73416 -3.31345 -1.86600 0.0 0.0 0.1
H -0.97417 -3.99160 -1.15022 0.0 0.0 0.0
H -0.94912 -2.39490 -1.48857 -0.1 0.0 0.0
H -1.36281 -3.47463 -2.64395 0.0 0.0 0.0
```
Forces are in eV/Å.

Löwdin atomic charges, in units of e: number 1, Ir, carries 1.35; number 2, C, carries -0.06; number 3, N, carries -0.29; number 4, C, carries -0.08; number 5, C, carries -0.19; number 6, C, carries 0.01; number 7, C, carries -0.03; number 8, C, carries -0.05; number 9, C, carries 0.00; number 10, C, carries -0.22; number 11, N, carries 0.00; number 12, C, carries -0.21; number 13, C, carries -0.01; number 14, C, carries -0.05; number 15, C, carries -0.05; number 16, C, carries 0.00; number 17, C, carries -0.21; number 18, N, carries -0.25; number 19, C, carries -0.08; number 20, C, carries -0.06; number 21, H, carries 0.11; number 22, H, carries 0.07; number 23, H, carries 0.08; number 24, H, carries 0.10; number 25, H, carries 0.06; number 26, H, carries 0.09; number 27, H, carries 0.11; number 28, H, carries 0.12; number 29, H, carries 0.12; number 30, H, carries 0.12; number 31, H, carries 0.11; number 32, H, carries 0.11; number 33, H, carries 0.11; number 34, H, carries 0.11; number 35, H, carries 0.10; number 36, H, carries 0.10; number 37, H, carries 0.08; number 38, H, carries 0.10; number 39, H, carries 0.08; number 40, H, carries 0.08; number 41, O, carries -0.35; number 42, S, carries 0.59; number 43, O, carries -0.28; number 44, N, carries -0.29; number 45, C, carries -0.27; number 46, C, carries 0.01; number 47, C, carries -0.04; number 48, C, carries -0.03; number 49, C, carries -0.15; number 50, C, carries 0.02; number 51, C, carries -0.03; number 52, C, carries -0.15; number 53, N, carries -0.05; number 54, C, carries -0.19; number 55, C, carries -0.28; number 56, C, carries -0.05; number 57, C, carries -0.06; number 58, C, carries -0.07; number 59, C, carries -0.06; number 60, C, carries -0.06; number 61, H, carries 0.10; number 62, H, carries 0.11; number 63, H, carries 0.12; number 64, H, carries 0.13; number 65, H, carries 0.11; number 66, H, carries 0.11; number 67, H, carries 0.11; number 68, H, carries 0.11; number 69, H, carries 0.11; number 70, H, carries 0.11; number 71, H, carries 0.09; number 72, N, carries 0.05; number 73, H, carries 0.01; number 74, H, carries -0.02; number 75, H, carries 0.03


Record 4
Formula: C19H16N2O3
Source: the Open Molecules 2025 dataset
Level of theory: ωB97M-V/def2-TZVPD

## Properties
* SMILES: C=c1ccc2c(c1)C(=O)N=C(C(=O)CCc1cccc(OC)c1)N=2
* spin multiplicity: 1
* energy relative to the best compared isomer or geometry (same formula, charge and spin): 324.11 kJ/mol
* gap between HOMO and LUMO: 0.2226 Eh
* DFT total energy: -1068.779253 Ha
* HOMO level: -0.30530 hartree

The geometry in XYZ format:
```
40
Properties=species:S:1:pos:R:3:forces:R:3
C 0.30055 -2.31414 -6.87329 0.3 -0.1 1.0
C -0.30179 -1.77459 -5.78400 -0.4 -0.7 -0.8
C -1.61913 -1.12821 -5.90445 -0.2 1.0 1.2
C -2.23756 -0.64999 -4.78578 0.8 -0.9 -1.1
C -1.65350 -0.92092 -3.46720 -1.4 0.9 -0.3
C -0.40884 -1.55336 -3.34964 0.8 -0.7 -1.8
C 0.25796 -1.96203 -4.45530 -0.3 0.3 -0.2
C 0.14104 -1.71450 -2.03865 1.1 0.1 1.3
O 1.26592 -2.13681 -1.89859 0.4 -0.5 0.3
N -0.55701 -1.24430 -0.92516 -2.4 1.5 0.6
C -1.70769 -0.60529 -1.14393 2.4 -1.9 -2.8
C -2.37653 0.12180 -0.02583 -2.7 0.7 2.1
O -3.47487 0.68535 -0.11140 2.1 -1.1 -0.9
C -1.68373 0.16491 1.32968 0.8 -0.7 -1.0
C -0.71500 1.35532 1.24030 0.1 -0.5 0.9
C -0.02067 1.47983 2.56958 0.1 1.2 1.3
C -0.54290 2.35321 3.56347 1.2 -0.9 0.0
C 0.16204 2.50102 4.77784 -0.7 -0.4 -1.4
C 1.34269 1.81826 5.00756 1.0 -0.9 0.1
C 1.86616 0.92079 4.03630 0.0 0.4 0.6
O 3.06160 0.20620 4.15635 -0.6 0.7 0.2
C 3.85628 0.40094 5.34009 -0.5 0.0 -0.4
C 1.14263 0.76145 2.85226 0.4 -0.3 -0.9
N -2.28923 -0.51955 -2.42558 -1.1 1.2 1.7
H -0.15268 -2.24441 -7.85091 0.0 0.0 -0.1
H 1.23922 -2.88398 -6.76237 -0.5 0.5 -0.2
H -2.05656 -0.94868 -6.88935 0.3 -0.1 0.3
H -3.15166 -0.07203 -4.83826 0.0 -0.2 0.2
H 1.22683 -2.42666 -4.37332 0.1 -0.1 0.1
H -2.40985 0.33904 2.11531 -0.2 0.1 -0.1
H -1.11610 -0.76428 1.55726 -0.3 0.6 -0.3
H -1.29552 2.23970 1.00996 -0.1 0.3 0.1
H 0.01394 1.22186 0.44886 0.1 -0.2 -0.2
H -1.46864 2.87606 3.36700 0.0 0.2 0.1
H -0.23444 3.15310 5.53242 0.0 0.2 0.3
H 1.84017 1.93313 5.97573 -0.1 0.0 -0.4
H 4.24628 1.42205 5.42953 -0.3 -0.1 0.0
H 3.28435 0.09719 6.20370 -0.3 0.3 0.5
H 4.69908 -0.27850 5.32725 0.1 -0.1 -0.6
H 1.52715 0.09104 2.06255 -0.1 0.3 0.6
```
Forces are in eV/Å.

Löwdin atomic charges, in units of e: number 1, C, carries 0.14; number 2, C, carries -0.27; number 3, C, carries -0.01; number 4, C, carries 0.03; number 5, C, carries -0.24; number 6, C, carries -0.09; number 7, C, carries 0.09; number 8, C, carries -0.43; number 9, O, carries 0.10; number 10, N, carries 0.22; number 11, C, carries -0.18; number 12, C, carries -0.31; number 13, O, carries 0.10; number 14, C, carries -0.11; number 15, C, carries -0.15; number 16, C, carries -0.23; number 17, C, carries -0.03; number 18, C, carries -0.09; number 19, C, carries -0.04; number 20, C, carries -0.24; number 21, O, carries -0.10; number 22, C, carries -0.08; number 23, C, carries 0.03; number 24, N, carries 0.18; number 25, H, carries 0.07; number 26, H, carries 0.09; number 27, H, carries 0.12; number 28, H, carries 0.12; number 29, H, carries 0.13; number 30, H, carries 0.12; number 31, H, carries 0.13; number 32, H, carries 0.12; number 33, H, carries 0.12; number 34, H, carries 0.10; number 35, H, carries 0.10; number 36, H, carries 0.10; number 37, H, carries 0.10; number 38, H, carries 0.08; number 39, H, carries 0.08; number 40, H, carries 0.14